DFT (ωB97M-V/def2-TZVPD) results for an isolated molecule of C20H30N2O4.

Its structure (SMILES) is CCCC[C@@H](C=O)NC(=O)[C@H](CC(C)C)NC(=O)OCc1ccccc1. Its energy relative to the best compared isomer or geometry (same formula, charge and spin) is 0.617 eV.

Cartesian coordinates (Å):
C  3.7669  1.5560  3.4046
C  3.5110  2.1560  2.0270
C  3.7336  1.1266  0.9201
C  3.6414  1.7127  -0.4876
C  2.2585  2.2741  -0.8380
C  2.2389  2.8263  -2.2632
O  3.2172  3.0300  -2.9235
N  1.2236  1.2666  -0.7097
C  0.9045  0.5241  -1.7755
O  1.3488  0.7572  -2.8846
C  -0.1006  -0.6020  -1.4719
C  -0.2005  -1.5854  -2.6329
C  1.0602  -2.4406  -2.8146
C  0.9883  -3.1676  -4.1561
C  1.2276  -3.4529  -1.6839
N  -1.4022  -0.0213  -1.1925
C  -1.7174  0.5000  0.0094
O  -0.9586  0.5352  0.9564
O  -2.9707  0.9824  0.0055
C  -3.4701  1.5016  1.2459
C  -4.2203  0.4398  2.0061
C  -5.6040  0.3579  1.9281
C  -6.2837  -0.6393  2.6054
C  -5.5849  -1.5671  3.3589
C  -4.2041  -1.4948  3.4342
C  -3.5236  -0.4953  2.7619
H  4.7913  1.1982  3.4817
H  3.0972  0.7178  3.5846
H  3.6035  2.2982  4.1823
H  4.1810  3.0042  1.8698
H  2.4851  2.5277  1.9910
H  3.0111  0.3145  1.0305
H  4.7294  0.6942  1.0413
H  4.3684  2.5170  -0.6075
H  3.8810  0.9406  -1.2215
H  2.0038  3.1111  -0.1766
H  1.2363  3.1718  -2.5759
H  0.8155  1.0638  0.1958
H  0.2207  -1.1049  -0.5528
H  -0.3624  -1.0088  -3.5461
H  -1.0618  -2.2378  -2.4723
H  1.9271  -1.7737  -2.8312
H  1.8748  -3.7789  -4.3047
H  0.1145  -3.8154  -4.1919
H  0.9254  -2.4539  -4.9734
H  2.1093  -4.0645  -1.8589
H  1.3473  -2.9642  -0.7203
H  0.3615  -4.1101  -1.6323
H  -2.0577  0.0851  -1.9500
H  -2.6248  1.8727  1.8351
H  -4.1283  2.3275  0.9680
H  -6.1498  1.0792  1.3372
H  -7.3606  -0.6932  2.5434
H  -6.1159  -2.3454  3.8867
H  -3.6557  -2.2170  4.0207
H  -2.4467  -0.4359  2.8176



DFT (ωB97M-V/def2-TZVPD) results for a structure of composition C28H29BF4MgN3O4Se2 in a non-equilibrium geometry.

Its energy relative to the best compared isomer or geometry (same formula, charge and spin) is 0.339 eV. The total charge is -1.

Cartesian coordinates (Å):
Mg  0.4692  -0.7920  -0.8009
C  1.2939  -5.1235  -1.2122
O  -0.2134  -4.8329  -1.2424
C  -0.3122  -3.4903  -1.1343
N  0.7786  -2.8301  -1.0708
C  1.9379  -3.7365  -1.2278
C  2.9889  -3.5600  -0.1595
C  4.2913  -3.9712  -0.4422
C  5.2701  -3.8555  0.5323
C  4.9627  -3.3035  1.7759
C  3.6619  -2.8934  2.0505
C  2.6698  -3.0512  1.1044
C  -1.6637  -2.9437  -1.0517
C  -2.7213  -3.8299  -0.7769
C  -4.0017  -3.2909  -0.6657
C  -4.1856  -1.9311  -0.8692
C  -3.0438  -1.1511  -1.1952
N  -1.7798  -1.6277  -1.2404
C  -3.3078  0.2502  -1.5274
N  -2.5073  1.1156  -2.0274
C  -3.2830  2.3880  -2.2902
C  -4.6852  2.0627  -1.7818
O  -4.6025  0.6579  -1.3283
C  -2.6425  3.6232  -1.7186
C  -2.5199  3.7712  -0.3269
C  -2.0146  4.9478  0.1933
C  -1.5998  5.9799  -0.6625
C  -1.7077  5.8246  -2.0512
C  -2.2275  4.6392  -2.5738
H  1.4917  -5.7141  -2.1105
H  1.4965  -5.6968  -0.3036
H  2.3927  -3.5597  -2.2088
H  4.5077  -4.4044  -1.4122
H  6.2953  -4.1768  0.3417
H  5.7452  -3.2103  2.5254
H  3.4232  -2.4469  3.0192
H  1.6375  -2.7603  1.3228
H  -2.5386  -4.8958  -0.6682
H  -4.8298  -3.9643  -0.4594
H  -5.1523  -1.4394  -0.8041
H  -3.2865  2.5221  -3.3770
H  -5.4611  2.1064  -2.5609
H  -4.9948  2.6605  -0.9195
H  -2.7712  2.9310  0.3104
H  -1.8814  5.0512  1.2738
H  -1.2009  6.8986  -0.2372
H  -1.3843  6.6237  -2.7176
H  -2.2924  4.4967  -3.6509
O  3.0579  1.9191  2.8950
C  1.7402  2.3075  3.2794
C  0.7780  1.5678  2.3114
C  -0.6829  1.8626  2.7573
O  -0.8260  3.2651  2.9919
C  1.0416  0.0646  2.5040
Se  -0.4537  -1.1762  1.9374
C  1.0685  2.0408  0.8654
Se  -0.1351  1.6409  -0.6272
H  3.7377  2.4482  3.3479
H  1.5753  3.3899  3.2199
H  1.5500  1.9537  4.3107
H  -0.8732  1.3021  3.6896
H  -1.3512  1.5017  1.9544
H  -1.7156  3.4429  3.3455
H  1.0928  -0.1823  3.5743
H  1.9527  -0.2749  2.0169
H  2.0908  1.7767  0.5694
H  0.9613  3.1351  0.8697
F  3.2103  0.9828  -2.1540
B  3.0635  -0.3938  -1.9904
F  2.4719  -0.5569  -0.5127
F  4.2168  -1.1646  -2.0610
F  1.9272  -0.9198  -2.7371



DFT (ωB97M-V/def2-TZVPD) results for a structure of composition C13H14IN4O4Ti in a non-equilibrium geometry.

Its energy relative to the best compared isomer or geometry (same formula, charge and spin) is 0.441 eV. The total charge is +3.

Cartesian coordinates (Å):
Ti  -0.4917  -0.1182  -0.6247
C  3.6609  -0.6971  -0.7800
C  2.3033  -1.0330  -0.3031
O  1.2972  -0.2885  -0.6458
N  2.0995  -2.0650  0.4704
C  0.7896  -2.5942  0.8845
C  0.0004  -1.7061  1.8311
C  -0.1096  -2.0261  3.1682
C  -0.8780  -1.2271  4.0115
C  -1.4841  -0.0895  3.4940
C  -1.3268  0.1918  2.1551
N  -0.6275  -0.6137  1.3230
H  3.6289  -0.5112  -1.8559
H  4.3831  -1.4839  -0.5754
H  4.0134  0.2281  -0.3155
H  2.9136  -2.6017  0.7451
H  0.9748  -3.5441  1.3776
H  0.1972  -2.8066  -0.0065
H  0.3887  -2.9032  3.5598
H  -1.0016  -1.4913  5.0542
H  -2.0769  0.5636  4.1193
H  -1.7868  1.0742  1.7250
O  -1.0974  -3.6137  -2.1376
N  -1.6359  -2.6677  -2.5393
O  -2.3460  -2.2983  -3.3634
O  -1.0632  -1.3101  -1.6429
I  -3.3937  0.8189  -1.0842
C  -1.8790  2.2427  -1.5289
C  -2.1635  3.4724  -2.0674
C  -1.1083  4.3727  -2.2120
C  0.1708  3.9969  -1.8141
C  0.3780  2.7261  -1.3272
N  -0.6387  1.8409  -1.1776
H  -3.1709  3.7304  -2.3634
H  -1.2920  5.3575  -2.6232
H  1.0052  4.6805  -1.8869
H  1.3670  2.3936  -1.0437



DFT (ωB97M-V/def2-TZVPD) results for a structure of composition C22H16Br2F5NO8SnTe in a non-equilibrium geometry.

Its energy relative to the best compared isomer or geometry (same formula, charge and spin) is 1.950 eV. The total charge is -2.

Cartesian coordinates (Å):
Sn  -8.8129  -11.6975  -9.5331
O  -5.2494  -11.7351  -6.3997
C  -6.2525  -11.9511  -7.0427
O  -7.0284  -11.0607  -7.5730
C  -6.6967  -13.3914  -7.2147
C  -6.0494  -14.4014  -6.5083
C  -6.4739  -15.7090  -6.6710
C  -7.5083  -15.9613  -7.5562
C  -8.0806  -14.8938  -8.2395
N  -7.6840  -13.6429  -8.0579
C  -9.2507  -15.1138  -9.2061
O  -9.6751  -16.2555  -9.3416
O  -9.6957  -14.0669  -9.7614
H  -5.2403  -14.1317  -5.8478
H  -6.0027  -16.5143  -6.1173
H  -7.9018  -16.9527  -7.7274
Br  -10.1679  -12.0569  -6.1395
C  -10.8697  -10.2596  -6.3271
Br  -10.1856  -9.2798  -7.8723
H  -10.5794  -9.7195  -5.4284
H  -11.9501  -10.3421  -6.4356
O  -11.6120  -12.4145  -8.8168
C  -12.5733  -12.0308  -9.7963
C  -11.8528  -11.5816  -11.1368
O  -12.5276  -11.5250  -12.1516
O  -10.6362  -11.2919  -11.0047
C  -13.2954  -10.8624  -9.1690
C  -13.3679  -9.6186  -9.7777
C  -13.9640  -8.5544  -9.1226
C  -14.4901  -8.7208  -7.8532
C  -14.4244  -9.9612  -7.2406
C  -13.8263  -11.0244  -7.8918
C  -13.4868  -13.1752  -10.1523
C  -14.8704  -13.0388  -10.1847
C  -15.6789  -14.1115  -10.5225
C  -15.1150  -15.3350  -10.8363
C  -13.7359  -15.4697  -10.8393
C  -12.9276  -14.4002  -10.5039
H  -11.1615  -13.2087  -9.1459
H  -12.9531  -9.4887  -10.7631
H  -14.0072  -7.5865  -9.5994
H  -14.9516  -7.8885  -7.3415
H  -14.8371  -10.0985  -6.2500
H  -13.7630  -11.9929  -7.4177
H  -15.3240  -12.0882  -9.9393
H  -16.7575  -13.9931  -10.5298
H  -15.7487  -16.1775  -11.0839
H  -13.2832  -16.4172  -11.0946
H  -11.8564  -14.5214  -10.5185
F  -4.2207  -10.1327  -9.9599
Te  -6.0225  -9.8949  -9.0749
F  -5.6860  -8.2325  -10.0460
F  -6.7625  -8.5337  -7.8284
F  -7.8722  -9.2871  -9.7929
F  -4.6511  -9.6210  -7.7166
O  -6.3922  -11.3634  -10.0314



DFT (ωB97M-V/def2-TZVPD) results for a structure of composition C9H9O3P in a non-equilibrium geometry.

Its energy relative to the best compared isomer or geometry (same formula, charge and spin) is 1.822 eV. The total charge is -2.

Cartesian coordinates (Å):
C  2.4176  1.1738  -0.9483
C  2.9200  -0.1546  -0.8073
C  1.0348  1.2910  -0.8822
C  2.1815  -1.2370  -0.2825
C  0.3316  0.3031  -0.2108
C  0.8594  -0.9280  0.0843
C  -1.5142  1.7386  1.2270
C  -1.5412  0.9542  0.1676
C  0.0426  -1.9845  0.6959
O  -2.4656  -1.0697  -1.2350
O  -3.5368  -0.4403  1.0527
O  -3.9542  1.0149  -0.9810
P  -3.0782  -0.0469  -0.3552
H  3.1021  1.9952  -1.1038
H  3.9019  -0.4733  -1.0630
H  0.5251  2.2642  -0.9674
H  2.6944  -2.1866  -0.1216
H  -2.3646  2.1840  1.6933
H  -0.6613  2.3630  1.6124
H  0.4532  -2.9844  0.9295
H  -0.4720  -1.6164  1.5461
H  -0.8761  -2.1604  -0.0505



DFT (ωB97M-V/def2-TZVPD) results for an isolated molecule of C4H6N2O.

Its structure (SMILES) is O=C1NC[C@H]2CN12. Its energy relative to the best compared isomer or geometry (same formula, charge and spin) is 1.216 eV.

Cartesian coordinates (Å):
O  1.3213  2.1679  0.7149
C  0.8324  1.1802  0.2241
N  1.4264  -0.0513  0.0966
C  0.5088  -1.1124  -0.2612
C  -0.7162  -0.2997  -0.6843
C  -1.4880  0.3843  0.3748
N  -0.4675  1.1077  -0.3875
H  2.3465  -0.2028  0.4776
H  0.2957  -1.7705  0.5925
H  0.8869  -1.7268  -1.0833
H  -1.1575  -0.5048  -1.6552
H  -2.5056  0.7138  0.1805
H  -1.2832  0.1143  1.4104



DFT (ωB97M-V/def2-TZVPD) results for a cluster of 4 separate species, C18H48N3O7 in total in a non-equilibrium geometry.

Its energy relative to the best compared isomer or geometry (same formula, charge and spin) is 3.382 eV. The total charge is +1.

Cartesian coordinates (Å):
O  6.4260  15.6850  32.7610
H  6.9200  15.0390  32.1690
H  5.6350  15.8710  32.3560
H  7.1540  16.3030  33.3320
C  9.4210  14.6510  35.6340
O  9.6000  15.8450  35.9020
C  10.7600  16.1730  36.6560
C  10.5240  17.6130  37.3580
N  11.6160  17.9370  38.0900
C  11.5460  19.2180  38.6650
C  12.9840  19.5780  39.0290
O  13.0100  20.6300  39.9440
C  12.5470  21.9810  39.3750
H  8.4920  14.6670  35.3640
H  9.6930  13.8990  36.3890
H  10.1580  14.3880  34.7360
H  11.5330  16.1270  36.0320
H  10.8310  15.3340  37.5190
H  9.6500  17.4070  38.0490
H  10.0630  18.3840  36.6740
H  11.6550  17.4120  38.8540
H  11.0800  19.1130  39.5470
H  11.1350  20.1230  38.0840
H  13.5220  19.7630  38.1900
H  13.5670  18.8370  39.6380
H  13.2620  22.0990  38.5850
H  12.7870  22.8090  40.0300
H  11.4920  22.0280  39.2030
C  3.7990  17.7330  32.2970
O  4.6530  17.1800  31.6280
C  4.4560  17.1680  30.2820
C  5.6680  16.5260  29.5290
N  5.9320  15.1610  30.0200
C  7.1240  14.5170  29.4430
C  7.3680  13.1660  30.2340
O  7.6650  13.4830  31.5870
C  7.9570  12.4030  32.3350
H  2.7700  17.1000  32.1970
H  3.5350  18.7050  31.9510
H  4.0990  17.7450  33.4710
H  4.4370  18.1530  29.8810
H  3.6400  16.3980  29.9800
H  6.3920  17.2710  29.6390
H  5.2950  16.5350  28.3350
H  5.0420  14.6160  29.9180
H  8.1860  15.0980  29.5140
H  7.0380  14.2380  28.3500
H  8.1340  12.4910  29.8360
H  6.4780  12.4900  30.2320
H  8.4440  12.5110  33.2940
H  8.4950  11.6240  31.8380
H  6.9520  11.8410  32.5720
C  5.0220  18.4480  37.7620
O  5.6090  18.8370  36.7110
C  6.3920  18.0910  36.0070
C  6.7300  18.8200  34.5770
N  7.6390  17.9280  33.7920
C  8.0930  18.6220  32.6110
C  9.3350  17.9650  32.1710
O  8.9410  16.5290  31.7910
C  10.1450  15.9020  31.2190
H  5.6740  17.8000  38.3850
H  4.4420  17.5960  37.5340
H  4.4520  18.9900  38.4040
H  5.8660  17.0850  35.8290
H  7.2970  17.8120  36.5530
H  7.1940  19.6560  34.8480
H  5.7320  19.0400  34.0810
H  8.5230  17.8860  34.3330
H  8.2650  19.6120  32.5720
H  7.4250  18.7430  31.9150
H  10.1440  18.1270  32.8500
H  9.4710  18.4540  31.4400
H  9.8800  14.9450  30.8380
H  10.7100  15.6400  31.9810
H  10.7940  16.4550  30.4810



DFT (ωB97M-V/def2-TZVPD) results for a cluster of 2 separate species, CH3NSSi in total in a non-equilibrium geometry.

Its energy relative to the best compared isomer or geometry (same formula, charge and spin) is 4.556 eV.

Cartesian coordinates (Å):
C  0.9075  1.9398  -0.5018
N  0.4023  0.9260  -0.2116
Si  -0.7687  -1.5702  0.3769
S  1.5981  3.3453  -0.8841
H  -1.4845  -2.8077  0.5292
H  -0.7264  -0.7554  1.4919
H  0.0717  -1.0778  -0.8004



DFT (ωB97M-V/def2-TZVPD) results for a cluster of 2 separate species, CH3NO3S in total in a non-equilibrium geometry.

Its energy relative to the best compared isomer or geometry (same formula, charge and spin) is 0.000 eV. Its spin multiplicity is 3.

Cartesian coordinates (Å):
C  0.6912  0.1486  0.4750
N  0.2923  -0.8527  -0.3350
O  5.9601  1.1504  0.0883
O  5.8104  -0.6754  -1.4719
O  0.8612  0.0844  1.6527
S  5.1631  0.1141  -0.4786
H  0.9691  0.9269  -0.1680
H  0.5434  -0.7662  -1.2321
H  0.0800  -1.7244  0.1362



DFT (ωB97M-V/def2-TZVPD) results for a cluster of 2 separate species, C2H5N2S in total in a non-equilibrium geometry.

Its energy relative to the best compared isomer or geometry (same formula, charge and spin) is 3.066 eV. Its spin multiplicity is 3. The total charge is +1.

Cartesian coordinates (Å):
C  0.2199  0.5832  0.8114
C  -1.8481  -1.8724  -1.3385
N  -0.1151  -0.0409  -0.2675
N  1.3532  1.2057  1.0980
S  -1.6441  -2.5044  -2.6816
H  -0.3931  0.7063  1.6491
H  0.5608  -0.0925  -1.0718
H  -1.8190  -1.0979  -0.6633
H  1.4937  1.8385  1.9189
H  2.1919  1.2743  0.5453



DFT (ωB97M-V/def2-TZVPD) results for a structure of composition C18H33BN2O4Si2 in a non-equilibrium geometry.

The total energy is -46802.7273 eV.

Cartesian coordinates (Å):
C  4.0799  0.7236  -0.8661
O  3.6879  0.1891  -2.1833
C  2.2090  0.3427  -2.3898
C  1.7589  1.8773  -2.7423
C  0.3325  2.3534  -2.0699
C  0.4657  2.2133  -0.4444
C  -0.6883  1.3094  0.2838
C  -1.1907  -0.0037  -0.5552
Si  -2.2181  -1.1258  0.6326
C  -3.8425  -0.2269  1.1601
B  -4.9459  -0.0248  -0.0422
O  -4.6538  0.1030  -1.4856
O  -6.3829  0.0782  0.3956
O  -1.3097  -1.4158  2.1479
Si  -0.2129  -2.7764  1.9702
H  3.2948  0.5286  -0.0113
H  5.1106  0.2818  -0.4607
H  4.2743  1.8889  -1.0336
H  1.7260  -0.0900  -1.3922
H  1.9518  -0.3462  -3.3191
H  2.5885  2.6132  -2.3012
H  1.7946  2.0324  -3.9125
H  0.2425  3.5206  -2.3059
H  -0.6194  1.8638  -2.5422
H  1.5708  1.8719  -0.1468
H  0.3662  3.3111  0.0147
H  -0.2004  0.8948  1.2918
H  -1.6459  1.9035  0.6224
H  -0.3407  -0.6668  -1.0088
H  -1.9466  0.3829  -1.3877
H  -2.4128  -2.4027  -0.0399
H  -4.3475  -0.9210  1.9871
H  -3.6354  0.8036  1.7189
H  -5.4695  0.5645  -1.8833
H  -6.9743  -0.0517  -0.4025
H  -0.7993  -4.0778  2.3094
H  0.8765  -2.5584  2.9557
H  0.4417  -2.8536  0.6707
N  -4.3556  1.3184  4.1774
C  -5.5611  0.8879  4.6095
C  -5.9664  0.9336  5.9338
C  -5.0815  1.4483  6.8755
C  -3.8319  1.8979  6.4615
C  -3.5187  1.8146  5.1143
H  -6.2146  0.4920  3.8376
H  -6.9478  0.5761  6.2241
H  -5.3634  1.4989  7.9231
H  -3.1196  2.3039  7.1707
H  -2.5572  2.1559  4.7412
N  6.0695  -1.1661  -5.0884
C  5.5560  -1.3052  -3.8465
C  5.7499  -2.4249  -3.0534
C  6.5135  -3.4691  -3.5644
C  7.0542  -3.3562  -4.8411
C  6.8080  -2.1955  -5.5567
H  4.9649  -0.4651  -3.4937
H  5.3157  -2.4816  -2.0617
H  6.6862  -4.3633  -2.9726
H  7.6533  -4.1525  -5.2681
H  7.2111  -2.0582  -6.5562



DFT (ωB97M-V/def2-TZVPD) results for a cluster of 2 separate species, C2H9NS2 in total in a non-equilibrium geometry.

Its energy relative to the best compared isomer or geometry (same formula, charge and spin) is 2.008 eV. Its spin multiplicity is 2. The total charge is -1.

Cartesian coordinates (Å):
S  -2.9305  -1.2468  -4.6369
S  -1.1533  -1.9790  -5.3531
H  -3.8516  -2.0740  -4.7305
H  -0.9031  -1.7412  -6.6426
C  0.9224  1.6988  1.6046
N  1.2935  0.3190  1.6362
C  0.6419  -0.3260  2.7754
H  0.0544  2.0903  2.1541
H  1.7322  2.4250  1.9424
H  0.5792  1.9613  0.5553
H  2.2615  0.4025  1.6611
H  1.0607  -1.3491  2.9464
H  -0.3716  -0.4274  2.3804
H  0.6641  0.2467  3.7074